(1)
This record from OMol25 describes one molecule with the formula C2H5ClN2. The level of theory is wB97M-V/def2-TZVPD.

Computed properties:
E_tot, a.u.: -648.87604
2S+1: 1
SMILES: [H]/N=C(\N)CCl
Energy relative to the best compared isomer or geometry (same formula, charge and spin), kJ/mol: 73.15
Frontier orbital gap, eV: 10.47

Positions of all 10 atoms, in Å:
C  -0.4079  -0.2737  0.1742
C  -0.1712  1.0354  -0.5923
H  0.8125  -0.9474  1.7978
H  1.7088  -0.0889  0.4618
H  -1.4115  -2.0277  0.2633
H  0.2049  1.8010  0.0963
H  -0.9868  1.4489  -1.1307
N  0.8495  -0.5793  0.8639
N  -1.3991  -0.9969  0.0625
Cl  0.8007  0.6285  -1.9968

(2)
This record from OMol25 describes one molecule with the formula C2H5ClN2OS. The level of theory is wB97M-V/def2-TZVPD.

Computed properties:
E_tot, a.u.: -1122.25860
2S+1: 1
SMILES: O/N=C(/CCl)NS
Energy relative to the best compared isomer or geometry (same formula, charge and spin), kJ/mol: 175.49
Frontier orbital gap, eV: 10.46

Positions of all 12 atoms, in Å:
C  -0.1341  0.4717  0.1071
C  -1.3898  0.1153  0.7903
H  2.2530  -1.8811  -0.1903
H  -0.1516  -0.7532  -1.4790
H  -1.3453  -0.6706  1.5366
H  -1.6956  1.0515  1.2406
H  1.8182  0.9837  -0.8166
N  0.4497  -0.5356  -0.7252
N  0.3707  1.6421  0.2159
O  1.5776  1.8205  -0.3473
S  0.9353  -1.9820  0.0875
Cl  -2.6881  -0.2624  -0.4194

(3)
This record from OMol25 describes one molecule with the formula C2H5ClN2OS. The level of theory is wB97M-V/def2-TZVPD.

Computed properties:
E_tot, a.u.: -1122.24443
2S+1: 1
SMILES: O/N=C(/CCl)NS
Energy relative to the best compared isomer or geometry (same formula, charge and spin), kJ/mol: 212.71
Frontier orbital gap, eV: 10.33

Positions of all 12 atoms, in Å:
C  -0.1375  0.4786  0.0313
C  -1.3520  -0.0533  0.7866
H  2.2584  -1.6410  0.1529
H  0.0115  -0.5886  -1.6653
H  -1.1046  -1.1023  1.1791
H  -1.6337  0.7092  1.6037
H  1.5446  1.1696  -0.8108
N  0.5704  -0.4650  -0.7803
N  0.2227  1.6806  0.2829
O  1.4231  1.9902  -0.3499
S  0.9178  -1.9589  0.0096
Cl  -2.7207  -0.2191  -0.4399

(4)
This record from OMol25 describes C2H5ClN2S as an isolated structure. The level of theory is wB97M-V/def2-TZVPD.

Computed properties:
E_tot, a.u.: -1047.00870
2S+1: 1
Energy relative to the best compared isomer or geometry (same formula, charge and spin), kJ/mol: 188.00
Frontier orbital gap, eV: 8.07

Positions of all 11 atoms, in Å:
C  -1.2986  -1.0504  -0.5686
C  -0.4441  -0.0270  0.0768
N  -2.0131  -1.7988  0.1768
N  1.7824  1.1138  0.4850
S  0.8220  0.6205  -0.8464
Cl  -1.8136  1.7925  0.2101
H  -1.3086  -1.2766  -1.6279
H  -0.3087  -0.0855  1.1342
H  -2.5060  -2.5115  -0.2076
H  2.6408  1.7019  0.1904
H  1.4119  1.9531  1.0108

(5)
This record from OMol25 describes an isolated ion of composition C2H5ClNO2S and charge -1. The level of theory is wB97M-V/def2-TZVPD.

Computed properties:
E_tot, a.u.: -1142.84901
2S+1: 1
Energy relative to the best compared isomer or geometry (same formula, charge and spin), kJ/mol: 91.02
Frontier orbital gap, eV: 7.33
Total charge: -1

Positions of all 12 atoms, in Å:
C  0.1100  -0.6114  1.2352
C  0.0441  1.0471  -0.5883
N  0.8394  0.4271  0.4336
O  3.2775  1.0744  -0.4810
O  3.0735  -0.8790  1.0124
S  2.5764  -0.1907  -0.1808
Cl  -0.7362  2.5573  -0.0253
H  0.8475  -0.8779  1.9596
H  -0.8910  -0.1733  1.5555
H  -0.0271  -1.3883  0.5210
H  -0.7895  0.4547  -0.7566
H  0.5646  1.4023  -1.5084

(6)
This record from OMol25 describes C2H5ClO2S as an isolated structure. The level of theory is wB97M-V/def2-TZVPD.

Computed properties:
E_tot, a.u.: -1087.95633
2S+1: 1
Energy relative to the best compared isomer or geometry (same formula, charge and spin), kJ/mol: 167.11
Frontier orbital gap, eV: 8.41

Positions of all 11 atoms, in Å:
C  1.4114  -0.6022  1.0079
C  -1.5722  1.0959  -0.5132
O  0.2327  -0.8250  -1.9102
O  0.1793  -1.1500  0.6715
S  -0.6154  -1.1309  -0.7805
Cl  -0.9045  2.0114  -1.8080
H  2.0668  -0.6316  0.2242
H  1.7773  -1.2199  1.9197
H  1.2972  0.4794  1.3496
H  -2.5964  0.7697  -0.6661
H  -1.2762  1.2032  0.5051